66
Properties=species:S:1:pos:R:3 method="wB97M-V/def2-TZVPD" energy_ev=-34637.3405 homo_energy_ev="0.53 / -7.16" lumo_ev="2.39 / 2.35" multiplicity=2 largest_force_ha_per_bohr=0.0675 charge=-1
C -3.210 1.569 2.230
O -4.421 1.282 1.697
H -3.320 1.721 3.304
H -2.475 0.779 2.075
H -2.974 2.539 1.794
H -5.020 1.938 2.061
C -3.084 -2.671 0.579
O -1.825 -3.163 0.268
H -3.516 -2.998 1.525
H -2.927 -1.597 0.680
H -3.807 -2.718 -0.235
H -1.597 -2.783 -0.583
C 0.315 -0.041 0.275
O 0.141 0.184 1.658
H 0.921 0.804 -0.053
H 0.940 -0.926 0.156
H -0.618 -0.122 -0.284
H 0.984 0.051 2.098
C 0.089 -3.387 2.937
O -0.094 -4.384 1.950
H -0.827 -3.305 3.521
H 0.865 -3.737 3.618
H 0.331 -2.440 2.456
H -0.596 -3.989 1.233
C 2.882 -1.978 -2.536
O 3.498 -3.163 -2.998
H 3.535 -1.106 -2.563
H 2.010 -1.849 -3.178
H 2.641 -2.076 -1.478
H 2.862 -3.777 -2.622
C 3.438 -1.035 3.170
O 2.779 0.009 2.523
H 3.504 -0.880 4.247
H 2.839 -1.942 3.098
H 4.403 -1.220 2.697
H 3.402 0.706 2.304
C -0.461 3.546 -0.841
O -1.309 3.186 -1.946
H -0.271 4.616 -0.765
H -0.957 3.264 0.087
H 0.548 3.137 -0.901
H -1.245 3.970 -2.497
C -0.851 -2.061 -3.668
O -1.569 -1.955 -2.463
H -0.236 -2.958 -3.751
H -1.594 -2.055 -4.465
H -0.207 -1.186 -3.753
H -1.877 -1.046 -2.422
C 1.245 3.142 2.363
O -0.104 2.854 2.347
H 1.768 2.538 3.105
H 1.644 2.932 1.370
H 1.440 4.190 2.593
H -0.214 1.946 2.057
C -3.706 0.656 -1.755
O -2.337 0.689 -2.124
H -3.904 1.324 -0.916
H -4.330 0.929 -2.606
H -3.930 -0.382 -1.512
H -2.017 1.593 -2.162
C 3.507 2.058 -1.864
O 3.879 2.353 -3.181
H 2.470 1.735 -1.959
H 4.200 1.274 -1.559
H 3.515 2.962 -1.256
H 4.834 2.456 -3.181



93
Properties=species:S:1:pos:R:3 method="wB97M-V/def2-TZVPD" energy_ev=-139566.8336 homo_energy_ev=-8.80 lumo_ev=-0.01 largest_force_ha_per_bohr=0.2167
O -2.542 -0.241 -1.457
H -2.612 0.589 -1.934
H -2.336 -0.913 -2.111
H -1.978 -0.218 -0.680
Br 0.280 -0.577 0.235
C 3.180 3.909 -0.498
O 3.000 4.157 -1.649
N 4.011 4.428 0.339
N 2.516 2.967 0.075
H 4.726 5.039 -0.028
H 4.101 4.032 1.263
H 2.134 2.271 -0.549
H 2.895 2.754 0.987
C 4.184 -0.629 1.527
O 5.349 -0.400 1.662
N 3.236 0.183 1.923
N 3.732 -1.788 1.400
H 2.311 -0.153 1.696
H 3.511 1.095 2.260
H 2.742 -1.987 1.380
H 4.428 -2.511 1.289
C -0.814 -2.293 -4.055
O -1.626 -1.524 -3.620
N 0.228 -2.674 -3.355
N -0.492 -2.513 -5.293
H 0.080 -2.596 -2.359
H 0.957 -3.237 -3.771
H 0.225 -3.143 -5.620
H -1.221 -2.438 -5.988
C 0.807 -1.169 5.044
O 1.623 -1.079 5.914
N 0.284 -0.262 4.399
N 0.491 -2.242 4.435
H 0.272 0.714 4.659
H -0.427 -0.568 3.750
H 0.873 -3.089 4.829
H 0.277 -2.109 3.457
C -1.131 3.590 2.401
O -2.169 3.364 1.813
N -0.139 2.749 2.562
N -1.105 4.537 3.193
H 0.581 3.197 3.111
H -0.027 2.094 1.802
H -0.363 4.448 3.872
H -1.730 5.330 3.221
C 0.382 4.155 -3.211
O 0.601 3.206 -3.947
N 0.171 5.333 -3.666
N 0.191 4.095 -1.902
H -0.223 5.978 -2.997
H 0.406 5.496 -4.635
H 0.726 3.379 -1.431
H -0.417 4.760 -1.446
C -3.900 2.952 -1.550
O -2.820 2.388 -1.770
N -4.993 2.414 -1.251
N -3.938 4.233 -1.316
H -4.876 1.418 -1.125
H -5.779 3.004 -1.019
H -4.778 4.793 -1.304
H -3.122 4.819 -1.219
C 0.273 -4.771 1.891
O -0.551 -4.434 2.732
N 0.755 -3.941 0.987
N 0.660 -5.957 1.552
H 0.244 -3.100 0.758
H 1.397 -4.293 0.291
H 0.030 -6.654 1.924
H 1.390 -5.999 0.855
C -2.965 -0.957 2.272
O -3.349 -1.091 1.150
N -2.364 0.142 2.758
N -2.798 -1.906 3.114
H -2.252 0.105 3.761
H -2.285 1.015 2.256
H -2.831 -1.777 4.115
H -2.661 -2.843 2.761
C 3.686 0.248 -2.398
O 4.630 0.667 -3.032
N 2.545 0.873 -2.188
N 3.572 -0.938 -1.931
H 1.855 0.427 -1.600
H 2.497 1.826 -2.520
H 4.238 -1.644 -2.211
H 2.691 -1.234 -1.535
C -1.810 -5.047 -1.546
O -0.892 -5.810 -1.348
N -2.164 -3.927 -0.994
N -2.752 -5.198 -2.437
H -1.823 -3.509 -0.140
H -2.813 -3.405 -1.565
H -2.536 -5.740 -3.261
H -3.570 -4.650 -2.213



106
Properties=species:S:1:pos:R:3 method="wB97M-V/def2-TZVPD" energy_ev=-121375.2379 homo_energy_ev="-11.35 / -11.35" lumo_ev="-2.20 / -7.30" multiplicity=2 largest_force_ha_per_bohr=0.0722 charge=+1
Ag 2.560 0.163 -2.894
C 1.311 -1.199 0.813
F 0.991 -1.301 2.090
F 2.624 -1.445 0.712
F 0.670 -2.071 0.053
S 1.040 0.608 0.282
O -0.043 1.079 1.098
O 2.329 1.180 0.633
N 0.937 0.468 -1.376
S -0.632 0.268 -1.700
O -0.789 -0.362 -2.977
O -1.465 -0.239 -0.648
C -1.156 2.045 -1.874
F -0.435 2.682 -2.796
F -2.425 2.100 -2.235
F -0.897 2.624 -0.709
O 1.330 -3.720 3.844
H 1.199 -4.665 3.969
H 0.973 -3.543 2.970
O -3.911 -0.812 -2.203
H -3.598 -1.695 -2.458
H -4.649 -0.641 -2.795
O 4.292 -0.323 -1.341
H 5.005 0.329 -1.175
H 4.578 -1.127 -0.899
O -4.217 3.906 -4.624
H -3.457 4.142 -4.083
H -3.845 3.405 -5.358
O -4.576 0.817 0.908
H -5.382 1.267 0.639
H -4.292 0.313 0.128
O 1.327 0.913 -4.618
H 0.367 0.807 -4.718
H 1.640 1.170 -5.491
C -1.589 2.697 2.929
O -0.581 3.411 2.925
N -2.082 2.094 4.067
N -2.220 2.354 1.782
H -3.065 1.872 4.014
H -1.832 2.515 4.948
H -3.025 1.739 1.753
H -1.718 2.448 0.928
C 6.320 1.637 0.677
O 6.159 1.425 -0.525
N 7.575 1.819 1.179
N 5.331 1.579 1.618
H 7.747 2.223 2.080
H 8.318 1.660 0.522
H 5.636 1.536 2.574
H 4.398 1.280 1.373
C -2.420 -2.713 2.467
O -1.458 -3.208 3.044
N -3.718 -3.102 2.682
N -2.341 -1.590 1.712
H -4.501 -2.479 2.583
H -4.010 -4.056 2.794
H -3.149 -1.045 1.468
H -1.469 -1.124 1.541
C -1.885 -0.533 5.738
O -1.795 0.029 6.815
N -3.087 -0.974 5.237
N -0.823 -0.752 4.905
H -3.301 -1.363 4.340
H -3.808 -0.613 5.842
H -0.926 -1.277 4.057
H 0.052 -0.395 5.238
C 3.304 3.395 -2.288
O 3.384 2.391 -2.971
N 4.243 3.708 -1.324
N 2.290 4.301 -2.400
H 4.355 4.621 -0.928
H 4.766 2.921 -0.968
H 1.493 4.033 -2.948
H 2.353 5.186 -1.935
C 2.590 3.787 3.275
O 2.874 4.371 4.372
N 1.649 2.834 3.303
N 3.305 3.992 2.174
H 1.242 2.625 4.211
H 1.020 2.760 2.497
H 4.063 4.646 2.281
H 3.092 3.488 1.321
C -2.602 0.944 -6.052
O -1.506 1.308 -5.661
N -2.876 0.794 -7.403
N -3.722 0.871 -5.274
H -3.807 0.588 -7.717
H -2.087 0.518 -7.960
H -4.647 0.666 -5.597
H -3.569 1.161 -4.323
C -3.272 -4.253 -1.176
O -3.414 -3.763 -2.290
N -2.120 -4.106 -0.445
N -4.203 -5.072 -0.604
H -1.491 -3.455 -0.878
H -1.932 -4.760 0.290
H -3.959 -5.485 0.280
H -5.050 -5.408 -1.019
C 2.830 -5.596 -0.367
O 3.717 -5.813 0.439
N 2.435 -4.314 -0.680
N 2.424 -6.532 -1.295
H 1.662 -4.186 -1.307
H 2.831 -3.534 -0.196
H 2.661 -7.499 -1.169
H 1.537 -6.370 -1.745



87
Properties=species:S:1:pos:R:3 method="wB97M-V/def2-TZVPD" energy_ev=-56072.4924 homo_energy_ev="-8.05 / -9.44" lumo_ev="-0.10 / -0.10" multiplicity=2 largest_force_ha_per_bohr=0.0129
C 1.953 -0.596 1.574
C 0.442 -0.750 1.560
F -0.117 0.546 1.567
C -0.238 -1.545 0.422
B -1.796 -1.531 0.788
O -2.631 -0.631 0.176
O -2.393 -2.417 1.672
C -0.128 -0.894 -0.966
C 1.149 -1.035 -1.813
C 2.061 0.208 -1.737
C 0.740 -1.189 -3.284
N 1.926 -2.211 -1.348
O 2.940 -2.474 -2.064
C 1.269 -3.396 -0.730
C 2.370 -4.283 -0.146
C 0.522 -4.175 -1.817
C 0.297 -2.993 0.414
H 2.248 0.257 0.978
H 2.460 -1.499 1.235
H 2.287 -0.389 2.597
H 0.159 -1.225 2.506
H -3.474 -0.543 0.636
H -1.744 -2.782 2.283
H -0.329 0.175 -0.847
H -0.959 -1.293 -1.561
H 2.908 0.033 -1.077
H 2.470 0.430 -2.725
H 1.507 1.083 -1.397
H -0.052 -1.925 -3.433
H 1.609 -1.456 -3.892
H 0.370 -0.217 -3.636
H 1.898 -5.127 0.369
H 2.972 -3.734 0.584
H 3.027 -4.664 -0.927
H 0.081 -5.070 -1.359
H 1.216 -4.499 -2.598
H -0.290 -3.599 -2.264
H -0.552 -3.683 0.326
H 0.765 -3.196 1.381
O -0.238 -3.114 3.878
H -0.628 -2.467 4.473
H 0.464 -3.525 4.389
O -5.435 0.480 -1.306
H -4.687 -0.110 -1.182
H -5.138 1.325 -0.956
O 2.594 2.557 1.079
H 1.662 2.469 1.307
H 2.907 3.346 1.545
O -3.072 -3.904 4.328
H -3.687 -3.639 5.020
H -3.308 -3.370 3.570
O -4.983 -0.994 1.529
H -4.599 -1.704 2.053
H -5.934 -1.017 1.670
O 4.398 5.021 1.331
H 4.956 4.670 0.621
H 4.077 5.856 0.977
O 5.787 7.534 1.053
H 6.571 7.497 0.490
H 5.957 6.883 1.738
O -2.372 1.204 -2.234
H -2.401 0.679 -1.418
H -1.626 0.845 -2.723
O -7.916 0.340 0.628
H -7.307 0.238 -0.117
H -8.387 1.158 0.453
O -4.298 0.587 -4.500
H -4.779 1.416 -4.524
H -3.813 0.629 -3.664
O 2.082 3.272 -2.940
H 2.146 3.604 -2.035
H 1.319 3.721 -3.314
O 5.059 3.305 -2.513
H 4.874 2.389 -2.290
H 4.219 3.629 -2.857
O -10.290 -1.490 0.399
H -10.221 -2.414 0.644
H -9.383 -1.152 0.397
O 8.153 9.061 -0.026
H 8.191 9.633 0.744
H 7.493 9.468 -0.593
O -5.867 -4.854 4.929
H -5.849 -5.398 5.720
H -5.284 -5.302 4.309
O 7.040 4.956 -0.349
H 6.890 4.567 -1.217
H 7.721 4.404 0.040



28
Properties=species:S:1:pos:R:3 method="wB97M-V/def2-TZVPD" energy_ev=-227602.8312 homo_energy_ev="-8.11 / -8.11" lumo_ev="-1.69 / -2.07" multiplicity=5 largest_force_ha_per_bohr=0.0253
Fe 0.072 0.305 -0.183
Br 4.113 -4.157 2.919
C 2.995 -2.909 2.055
C 3.556 -1.905 1.278
C 2.694 -1.020 0.670
N 1.368 -1.085 0.799
C 0.824 -2.064 1.539
C 1.624 -2.997 2.189
C -0.651 -2.085 1.590
C -1.367 -3.045 2.298
C -2.746 -3.003 2.264
Br -3.753 -4.287 3.211
C -3.393 -2.021 1.531
C -2.605 -1.106 0.862
N -1.277 -1.126 0.891
H 4.625 -1.828 1.146
H 3.070 -0.223 0.041
H 1.192 -3.788 2.781
H -0.866 -3.819 2.858
H -4.471 -1.978 1.478
H -3.054 -0.321 0.265
O 0.742 -1.236 -4.642
S -0.057 -0.050 -4.527
O 0.572 1.195 -4.857
O -1.457 -0.176 -4.811
S -0.164 0.138 -2.248
S -0.122 3.412 1.180
C -0.091 2.025 0.526



33
Properties=species:S:1:pos:R:3 method="wB97M-V/def2-TZVPD" energy_ev=-84814.7328 homo_energy_ev="-17.77 / -17.92" lumo_ev="-12.29 / -13.27" multiplicity=3 largest_force_ha_per_bohr=0.0171 charge=+3
Mo -0.620 0.819 0.940
C 1.633 -0.140 5.576
C 1.778 -0.701 4.211
N 2.746 -1.444 3.772
N 2.447 -1.725 2.466
C 1.320 -1.179 2.076
S 0.473 -1.257 0.564
N 0.878 -0.510 3.157
N -0.362 0.167 3.106
H 2.605 -0.169 6.063
H 0.940 -0.742 6.168
H 1.284 0.894 5.560
H 3.075 -2.315 1.929
H -1.098 -0.486 3.390
H -0.353 0.931 3.785
Cl -5.683 0.042 -1.522
C -4.308 -0.215 -0.683
Cl -3.714 2.392 -1.027
Cl -3.971 -1.732 -0.123
C -3.376 0.869 -0.427
N -2.267 0.647 0.270
F 4.309 5.807 -0.573
C 3.405 4.924 -0.269
C 2.055 5.249 -0.418
F 1.709 6.433 -0.861
C 1.099 4.310 -0.096
F -0.192 4.561 -0.232
C 1.502 3.063 0.377
O 0.569 2.118 0.678
C 2.850 2.742 0.528
F 3.176 1.538 0.993
C 3.809 3.671 0.202
F 5.086 3.398 0.333



33
Properties=species:S:1:pos:R:3 method="wB97M-V/def2-TZVPD" energy_ev=-96340.3369 homo_energy_ev=-0.38 lumo_ev=4.52 largest_force_ha_per_bohr=0.0490 charge=-2
Ag 1.276 -0.426 -1.103
Cl 0.074 -0.158 -4.162
C -1.183 -0.743 -3.137
C -0.840 -1.080 -1.826
C -1.927 -1.530 -1.077
Cl -1.656 -1.961 0.574
C -3.216 -1.679 -1.570
Cl -4.491 -2.309 -0.583
C -3.481 -1.365 -2.895
Cl -5.063 -1.576 -3.555
C -2.450 -0.876 -3.685
Cl -2.777 -0.482 -5.341
N 0.330 -0.437 3.047
C 1.565 -0.909 3.397
N 1.941 -0.727 4.735
N 2.358 -1.586 2.623
C 2.064 -1.831 1.386
N 1.873 -2.125 0.273
H -0.048 0.274 3.654
H 0.229 -0.194 2.061
H 1.178 -0.874 5.382
H 2.747 -1.288 4.971
C 3.309 0.512 -1.479
H 3.375 1.521 -1.044
H 3.608 0.641 -2.528
H 4.126 -0.057 -1.015
F -0.001 3.720 1.934
C -0.361 3.598 0.628
F -1.525 4.292 0.533
F 0.547 4.330 -0.059
C -0.500 2.070 0.061
O -1.226 2.001 -0.909
O 0.144 1.252 0.709



28
Properties=species:S:1:pos:R:3 method="wB97M-V/def2-TZVPD" energy_ev=-196669.6994 homo_energy_ev="-1.79 / -1.81" lumo_ev="3.99 / 3.99" multiplicity=5 largest_force_ha_per_bohr=0.0085 charge=-2
Cr -0.713 -0.398 0.058
S -3.618 2.133 2.508
C -2.556 1.194 1.631
S -2.794 -0.507 1.350
S -1.118 1.825 0.879
Br 6.088 -0.244 -1.411
C 4.208 -0.225 -1.020
C 3.751 -0.828 0.138
C 2.377 -0.823 0.393
C 1.425 -0.238 -0.460
C 1.968 0.378 -1.602
C 3.333 0.386 -1.899
H 4.449 -1.297 0.823
H 2.048 -1.314 1.305
H 1.318 0.895 -2.301
H 3.703 0.861 -2.800
C 2.807 -3.345 -1.765
S 1.712 -4.029 -3.033
C 0.735 -2.612 -3.353
C -0.215 -2.102 -2.541
S -0.790 -2.672 -1.021
S -0.914 -0.596 -3.112
C -0.025 -0.434 -4.582
S -0.226 0.805 -5.662
S 1.089 -1.720 -4.811
H 3.502 -4.141 -1.482
H 2.213 -3.041 -0.902
H 3.360 -2.490 -2.151